# 1
C21H48O9 | ωB97M-V/def2-TZVPD

## Properties
Structure (SMILES): CC(C)=O.CC(C)=O.CC(C)=O.CC(C)=O.CC(C)=O.CC(C)=O.CO.CO.CO
Molar mass: 444.61 g mol⁻¹
E_HOMO: -9.199 eV
LUMO: 0.1113 eV
ΔE to the lowest compared entry with this formula, charge and spin: 3.446 eV
HOMO-LUMO gap: 9.3 eV

```
78
C21H48O9 | OMol25 | ωB97M-V/def2-TZVPD
C -0.14 0.80 -4.57
C -0.95 -0.03 -5.46
C -1.41 0.51 -6.81
O -1.33 -1.16 -5.07
H -0.64 1.74 -4.36
H 0.92 0.94 -4.77
H -0.15 0.26 -3.62
H -0.48 0.78 -7.31
H -2.07 1.37 -6.68
H -1.84 -0.34 -7.35
C -3.46 2.45 2.35
C -3.61 3.57 1.40
C -3.24 4.97 1.88
O -4.02 3.38 0.27
H -3.54 2.74 3.40
H -2.44 2.13 2.17
H -4.09 1.59 2.12
H -3.08 5.01 2.95
H -4.09 5.51 1.46
H -2.36 5.35 1.36
C -0.09 1.05 0.19
C -0.24 -0.47 0.53
C 1.09 -1.31 0.41
O -1.36 -1.03 0.65
H -1.05 1.55 0.34
H 0.25 1.09 -0.84
H 0.74 1.53 0.70
H 1.10 -2.38 0.19
H 1.47 -1.11 1.41
H 1.77 -0.77 -0.26
C 3.06 -0.53 3.52
C 4.20 -0.55 4.51
C 4.33 0.47 5.59
O 5.17 -1.27 4.39
H 2.81 -1.50 3.10
H 3.25 0.30 2.84
H 2.15 -0.19 4.02
H 3.33 0.90 5.47
H 5.04 1.21 5.22
H 4.51 0.17 6.62
C 6.53 0.98 -1.88
C 5.65 0.67 -0.76
C 4.57 -0.19 -1.22
O 5.83 1.01 0.43
H 7.13 1.84 -1.58
H 5.93 1.41 -2.68
H 7.12 0.10 -2.11
H 3.97 -0.31 -0.33
H 5.00 -1.13 -1.55
H 4.13 0.31 -2.09
C -5.55 0.46 -2.00
C -4.11 0.57 -2.51
C -3.07 -0.55 -2.30
O -3.75 1.50 -3.18
H -5.50 0.18 -0.95
H -6.24 -0.24 -2.47
H -6.08 1.40 -2.16
H -3.39 -1.48 -2.77
H -3.07 -0.79 -1.24
H -2.08 -0.15 -2.50
C -3.54 -1.84 2.97
O -4.81 -1.58 3.51
H -2.97 -2.48 3.64
H -3.74 -2.51 2.13
H -3.10 -0.90 2.64
H -4.67 -1.23 4.39
C 0.95 -2.55 -3.04
O 1.66 -3.61 -3.77
H 1.22 -1.62 -3.54
H -0.13 -2.69 -3.00
H 1.31 -2.62 -2.01
H 2.26 -3.26 -4.43
C 0.21 -2.73 4.08
O 1.51 -3.04 4.49
H 0.02 -2.89 3.02
H -0.55 -3.39 4.50
H -0.17 -1.75 4.37
H 2.01 -3.64 3.93
```

Mulliken population analysis, charges in e, atoms 1 to 5: atom 1 (C): -0.591, atom 2 (C): 0.861, atom 3 (C): -1.173, atom 4 (O): -0.537, atom 5 (H): 0.350


# 2
CH2ClNO2S2 | ωB97M-V/def2-TZVPD

## Properties
Structure (SMILES): O=[SH](=O)NC(=S)Cl
Molar mass: 159.62 g mol⁻¹
E_HOMO: -9.848 eV
LUMO: -1.0466 eV
ΔE to the lowest compared entry with this formula, charge and spin: 2.426 eV
HOMO-LUMO gap: 8.8 eV

```
9
CH2ClNO2S2 | OMol25 | ωB97M-V/def2-TZVPD
O 0.64 0.69 -2.18
S 0.41 0.79 -0.80
O -0.61 1.68 -0.37
N 0.19 -0.82 -0.35
C -0.56 -0.77 1.24
S -2.00 -1.35 1.35
Cl 0.39 -0.01 2.34
H 1.64 1.23 -0.08
H -0.11 -1.44 -1.14
```

natural (NBO) population analysis, charges in e, atoms 1 to 5: atom 1 (O): -0.946, atom 2 (S): 2.134, atom 3 (O): -0.931, atom 4 (N): -0.937, atom 5 (C): -0.156


# 3
C5H10O2 | ωB97M-V/def2-TZVPD

## Properties
Molar mass: 102.13 g mol⁻¹
E_HOMO: -8.626 eV
LUMO: 0.9336 eV
ΔE to the lowest compared entry with this formula, charge and spin: 5.302 eV
HOMO-LUMO gap: 9.6 eV

```
17
C5H10O2 | OMol25 | ωB97M-V/def2-TZVPD
C 0.31 -0.38 2.05
C 0.62 -0.65 0.61
O 0.82 -1.96 0.21
C -0.74 -0.05 -0.10
C 0.40 0.76 -1.08
C -0.86 0.88 -1.86
O -1.48 -0.28 -1.29
H 1.11 -0.79 2.66
H 0.24 0.70 2.22
H -0.65 -0.83 2.27
H 1.65 -0.20 0.44
H -0.08 -2.28 0.18
H -1.26 0.74 0.48
H 0.93 1.67 -0.75
H 1.14 0.10 -1.58
H -0.75 0.81 -2.93
H -1.41 1.77 -1.54
```

natural (NBO) population analysis, charges in e, atoms 1 to 5: atom 1 (C): -0.638, atom 2 (C): 0.149, atom 3 (O): -0.699, atom 4 (C): 0.000, atom 5 (C): -0.415


# 4
CH2INO | ωB97M-V/def2-TZVPD

## Properties
Molar mass: 170.94 g mol⁻¹
E_HOMO: -9.857 eV
LUMO: -0.9719 eV
ΔE to the lowest compared entry with this formula, charge and spin: 3.852 eV
HOMO-LUMO gap: 8.9 eV

```
6
CH2INO | OMol25 | ωB97M-V/def2-TZVPD
C 0.02 0.27 -0.24
N 0.05 -1.08 0.20
O 1.12 -1.57 0.58
I -1.38 1.15 1.11
H -0.55 0.21 -1.32
H 0.75 1.02 -0.34
```

natural (NBO) population analysis, charges in e, atoms 1 to 5: atom 1 (C): -0.430, atom 2 (N): 0.084, atom 3 (O): -0.272, atom 4 (I): 0.141, atom 5 (H): 0.253


> What is the HOMO-LUMO gap in the first record?

9.3 eV